Entry 1:
Here is a structure of composition C25H45ClF5OPTeV from OMol25. Energies are from ωB97M-V/def2-TZVPD.

Properties
Charge   -1
Multiplicity   3
Energy above the lowest of the compared OMol25 structures with the same formula, charge and spin   0.0 kJ/mol
HOMO-LUMO gap (alpha / beta)   5.89 / 7.93 eV
Lowest unoccupied orbital energy (alpha / beta)   2.48 / 2.47 eV

```
80
Properties=species:S:1:pos:R:3:forces:R:3
V 0.12826 0.32293 0.57876 -0.8136 -1.4833 -2.0523
P 0.04887 0.29666 -2.20898 -0.4927 0.3077 0.0735
Cl 2.35506 0.81228 0.31374 0.5860 0.1306 0.4648
C 0.12693 1.00844 2.30467 -0.0239 0.9258 1.3869
H 1.05286 1.44622 2.69556 -0.4060 -0.0704 -0.0507
H -0.79071 1.50736 2.64118 0.2528 -0.3263 0.1728
C 1.37794 -0.63157 -3.14642 -0.4439 0.2844 -0.1093
C -0.01071 2.13934 -2.62827 -0.1294 -0.5978 -0.1513
C 2.76420 -0.01157 -2.95193 0.2769 -0.1182 0.2496
H 1.36009 -1.60087 -2.60935 0.0762 0.1980 -0.1620
C 3.85153 -0.98566 -3.42410 -0.2140 0.0209 -0.0430
H 2.83888 0.92976 -3.51627 0.0118 -0.2735 0.0819
H 2.91964 0.23646 -1.89239 -0.0128 -0.0826 -0.4856
C 3.63799 -1.43574 -4.87529 -0.0270 0.1220 -0.0558
H 4.83601 -0.51516 -3.31706 -0.0717 -0.1310 -0.0162
H 3.83771 -1.86586 -2.76628 0.0170 0.0991 -0.0409
C 2.19723 -1.87583 -5.17402 -0.0675 -0.0369 0.1326
H 3.90484 -0.60909 -5.54729 -0.0365 -0.0383 0.0630
H 4.31945 -2.26374 -5.10284 -0.0188 0.1220 -0.0704
C 1.12970 -0.91192 -4.63488 0.1814 0.0124 -0.0589
H 2.05742 -1.99807 -6.25516 0.0833 -0.0741 0.1193
H 2.02609 -2.85956 -4.71418 0.0076 0.0742 -0.0579
H 1.16115 0.03646 -5.19576 0.0053 -0.2389 0.1350
H 0.13574 -1.34812 -4.79512 0.3473 0.1098 0.0194
C -1.60066 -0.31099 -2.88266 0.4139 0.5229 0.5080
C 0.51482 2.48627 -4.02422 0.0547 0.2266 -0.0501
H -1.08989 2.36119 -2.58423 0.2585 -0.1256 -0.0227
C 0.35117 3.98847 -4.30587 -0.0509 -0.1378 0.0345
H 1.57788 2.21216 -4.08668 -0.2216 0.1950 -0.0583
H -0.00695 1.90717 -4.80207 0.1555 0.1740 0.2675
C 1.00225 4.86066 -3.22772 0.0536 -0.1519 -0.0109
H 0.77551 4.21677 -5.29045 -0.0660 0.0700 0.0652
H -0.72260 4.21665 -4.35134 0.0961 -0.0150 -0.0079
C 0.53587 4.48643 -1.81873 -0.2036 -0.1388 -0.0127
H 2.09231 4.74114 -3.28266 -0.0347 -0.0046 -0.0230
H 0.78654 5.91590 -3.42622 0.0534 -0.0530 0.0102
C 0.66653 2.98072 -1.54272 0.3102 0.1712 0.0571
H 1.11908 5.04264 -1.07511 -0.1042 -0.0613 -0.0664
H -0.51447 4.77843 -1.68185 0.1112 -0.0561 -0.0440
H 1.73116 2.71032 -1.48196 -0.2006 0.0956 -0.0124
H 0.23222 2.77398 -0.54778 0.0744 0.0333 -0.3816
C -1.73669 -1.82586 -2.74420 -0.1402 -0.0314 -0.0858
H -2.29495 0.13349 -2.15127 0.3232 -0.1986 -0.1813
C -3.20714 -2.21791 -2.93982 -0.0304 0.0490 0.1556
H -1.10473 -2.33559 -3.48616 -0.1083 -0.0307 0.0796
H -1.39248 -2.15161 -1.74964 -0.1074 0.1262 -0.2168
C -3.77841 -1.68944 -4.25951 0.1183 -0.0119 -0.0829
H -3.30871 -3.30814 -2.89347 -0.0561 0.0658 -0.0193
H -3.78794 -1.79762 -2.10630 0.1285 -0.0494 -0.1078
C -3.53980 -0.18882 -4.45033 -0.0155 0.1645 0.1608
H -3.31541 -2.23385 -5.09319 0.0026 0.0018 0.0013
H -4.85394 -1.89423 -4.30452 0.0999 -0.0288 -0.0167
C -2.07065 0.20658 -4.24834 0.0220 -0.1645 -0.0559
H -3.87059 0.12701 -5.44731 -0.0229 -0.0687 0.0944
H -4.14120 0.36967 -3.71799 0.1037 -0.1016 -0.1006
H -1.45016 -0.20647 -5.05692 -0.2028 0.0852 0.0674
H -1.98481 1.30043 -4.30200 -0.0553 -0.2786 0.0843
C 0.49817 -1.47468 1.54701 0.3924 -0.3620 -3.6830
C 0.10100 -0.63706 2.62216 -0.8061 1.2956 3.3865
H 1.56038 -1.40434 1.26867 -0.2585 -0.4737 0.4968
C -1.25073 -0.96597 3.32569 -0.0355 0.2290 -0.4369
H 0.85197 -0.73598 3.43477 0.0510 0.5653 -0.5581
C -1.57770 -2.45799 3.25619 0.0723 0.2423 0.0716
H -1.17352 -0.62356 4.37103 -0.0261 -0.1229 -0.3417
H -2.04998 -0.36830 2.86734 0.0898 -0.2857 0.0236
C -1.56031 -2.95258 1.81421 0.0644 0.0432 -0.4697
H -0.84318 -3.00481 3.86076 -0.0099 -0.1313 -0.0681
H -2.56176 -2.64410 3.69913 0.0993 0.0249 -0.0098
C -0.18120 -2.76105 1.13986 -0.1857 -0.5090 0.2929
H -1.85768 -4.00686 1.77184 0.1123 0.0875 -0.0365
H -2.31345 -2.40044 1.23212 0.1244 0.0221 0.1843
H 0.49039 -3.60417 1.41235 -0.3363 0.2670 -0.0493
H -0.28985 -2.80665 0.03927 0.0720 -0.0365 0.4692
F -4.24001 0.26615 -0.50387 -0.7370 -0.7744 -0.3296
Te -3.17862 1.70134 0.18123 0.1319 0.0841 0.1356
F -3.47021 1.10966 2.00410 -0.2171 -0.3041 1.1371
F -4.72233 2.86647 0.25308 -1.2423 0.8370 0.0759
F -2.98750 2.24348 -1.65823 0.0812 0.2763 -0.9952
F -1.95050 3.14114 0.63793 0.6433 0.8006 0.3353
O -1.72167 0.54062 0.03569 2.0731 -0.9840 0.7954
```
Positions in Å, forces in eV/Å.

=====

Entry 2:
Here is a structure of composition C25H45ClFPTm from OMol25. Energies are from ωB97M-V/def2-TZVPD.

Properties
Charge   -1
Multiplicity   3
Energy above the lowest of the compared OMol25 structures with the same formula, charge and spin   156.4 kJ/mol
HOMO-LUMO gap (alpha / beta)   4.16 / 4.15 eV
Lowest unoccupied orbital energy (alpha / beta)   2.52 / 2.52 eV

```
74
Properties=species:S:1:pos:R:3:forces:R:3
Tm 2.42147 -3.00479 0.45984 1.5950 1.7376 -1.3373
P 0.24025 0.30315 -0.41186 -0.4763 -0.0187 -0.2446
Cl 0.77897 -3.16936 -1.26650 -1.2443 -0.4206 -1.3448
C 4.32221 -3.11312 -0.59083 0.5343 -2.6175 0.3834
H 4.30516 -4.03510 -1.30134 -0.0037 1.3167 0.3542
H 5.04278 -3.52313 0.19630 0.0955 0.7908 -0.4160
C -1.57573 0.25334 -0.97785 0.3963 0.2760 0.2320
C 1.19937 1.23901 -1.73772 -0.1777 -0.1181 0.3449
C -1.70752 -0.55821 -2.27709 -0.0994 -0.1638 0.0779
H -2.01359 -0.35460 -0.16156 0.0331 0.0602 -0.2452
C -3.17614 -0.90768 -2.56675 0.1860 0.0852 0.1111
H -1.30713 0.02108 -3.12335 -0.0822 -0.1593 0.1928
H -1.11061 -1.47737 -2.19796 -0.1082 0.2223 -0.0641
C -4.07394 0.33365 -2.58964 0.0690 0.0354 -0.0157
H -3.24171 -1.43627 -3.52522 -0.0608 0.0147 0.1278
H -3.53043 -1.59884 -1.78948 0.0314 0.0545 -0.0758
C -3.87561 1.23277 -1.36294 0.0553 -0.0071 0.0869
H -3.86748 0.91183 -3.50072 0.0467 -0.0274 0.0874
H -5.12425 0.02523 -2.64744 0.0566 0.0673 -0.0540
C -2.39840 1.54337 -1.06595 -0.2652 0.0259 -0.2415
H -4.42214 2.17449 -1.50210 -0.0179 -0.1319 0.0450
H -4.31109 0.73820 -0.48301 0.0319 0.0216 -0.0710
H -2.00343 2.18566 -1.86558 -0.1516 -0.1607 0.2074
H -2.33705 2.11890 -0.13316 -0.0588 -0.1531 -0.2791
C 0.23739 1.51709 1.02704 0.2007 -0.1251 -0.3084
C 0.42019 2.23399 -2.59369 0.2118 0.3155 -0.1733
H 1.94797 1.80195 -1.14989 -0.0652 -0.1376 -0.1747
C 1.36383 2.98173 -3.54427 -0.0437 -0.0779 -0.0338
H -0.33317 1.69807 -3.18801 0.1753 0.1602 0.0997
H -0.11347 2.96682 -1.97256 0.1608 -0.2281 -0.1734
C 2.15712 2.02693 -4.44193 -0.0892 -0.0735 0.0489
H 0.78168 3.67823 -4.15988 0.1109 0.0083 0.0257
H 2.06114 3.58328 -2.94531 -0.0386 -0.0360 -0.0406
C 2.86843 0.92577 -3.64681 -0.0171 0.0113 0.2103
H 1.47343 1.56363 -5.16562 -0.0161 0.0282 0.0728
H 2.89024 2.59582 -5.02541 -0.0610 -0.0700 -0.0042
C 1.95740 0.22919 -2.62021 0.0430 0.0044 -0.0116
H 3.27509 0.17690 -4.33611 0.0156 0.0958 0.1227
H 3.72441 1.36575 -3.11751 -0.0776 -0.0476 -0.0170
H 1.23472 -0.40921 -3.15135 0.0655 0.0924 0.1251
H 2.54760 -0.44413 -1.97745 -0.1273 0.1524 -0.2963
C -0.83392 1.12541 2.06180 0.0733 0.1232 -0.0566
H 1.22766 1.28221 1.46291 -0.2755 0.1372 0.0348
C -0.74211 1.98066 3.33328 0.1485 -0.0773 -0.0910
H -1.83689 1.24379 1.62445 0.1780 -0.0285 0.1022
H -0.71940 0.06293 2.32058 -0.0019 0.1647 -0.0865
C -0.75026 3.48485 3.03897 -0.0346 -0.0451 -0.1047
H -1.57219 1.72771 4.00332 0.1028 0.0357 0.0042
H 0.18726 1.72190 3.85873 -0.0786 0.0373 -0.0473
C 0.26966 3.88097 1.96566 0.1471 -0.0897 -0.0287
H -1.75587 3.78865 2.71771 0.0633 -0.0642 -0.0389
H -0.53778 4.03837 3.96107 -0.0803 -0.0193 -0.0732
C 0.19383 3.01601 0.69810 -0.2785 0.1226 0.1815
H 0.13324 4.93489 1.69307 0.0537 -0.0800 0.0887
H 1.28178 3.78761 2.38251 -0.0903 0.0079 0.0087
H -0.73589 3.25535 0.15865 0.2554 -0.0227 0.1575
H 1.02407 3.29268 0.03377 -0.1992 -0.0951 0.1386
C -0.34797 -4.07354 1.87045 -1.6479 0.6741 -0.8502
C 0.94589 -4.25304 1.83726 2.4623 -2.0202 0.9042
H -0.90659 -4.07931 0.92210 0.0903 -0.7943 0.4754
C 1.85248 -3.74625 2.97361 -0.1702 0.3940 0.4217
H 1.54917 -4.84522 1.02960 -1.9327 0.4110 1.1233
C 1.20730 -3.96360 4.36704 -0.1167 -0.1493 -0.5571
H 2.87290 -4.19242 2.90163 -0.5798 0.2502 0.1390
H 1.91934 -2.61585 2.82633 0.2089 -1.2197 0.3722
C -0.21251 -3.36878 4.37251 -0.6756 0.3365 0.0375
H 1.11209 -5.03837 4.60030 0.3221 0.3091 -0.2216
H 1.82896 -3.49499 5.15304 -0.3289 -0.2291 -0.3581
C -1.05838 -3.45906 3.04309 0.3222 0.3606 0.6056
H -0.80682 -3.90361 5.11925 0.1864 0.1356 0.1565
H -0.18510 -2.31824 4.70832 0.0811 -0.3292 -0.2414
H -2.02193 -3.94699 3.29465 0.5644 -0.1516 -0.4911
H -1.37771 -2.45692 2.72211 0.2220 -0.0137 0.1170
F 2.06769 -1.26186 1.37500 0.1761 1.1265 0.8439
```
Positions in Å, forces in eV/Å.

=====

Entry 3:
Here is a structure of composition C25H45F3GdN11O3PS from OMol25. Energies are from ωB97M-V/def2-TZVPD.

Properties
Charge   +1
Multiplicity   8
Energy above the lowest of the compared OMol25 structures with the same formula, charge and spin   0.0 kJ/mol
HOMO-LUMO gap (alpha / beta)   7.97 / 6.57 eV
Lowest unoccupied orbital energy (alpha / beta)   -2.93 / -4.29 eV

```
90
Properties=species:S:1:pos:R:3:forces:R:3
Gd -0.85659 0.41132 1.70299 0.0842 -0.6480 1.5444
N -2.78153 -0.80429 6.00558 -0.6612 1.4543 1.6255
C -2.58869 0.25974 5.21748 -0.0958 -0.4746 -0.5014
N -2.24155 -0.24117 4.03866 0.0865 1.5414 -0.8722
C -2.28217 -1.57648 4.18111 0.2490 -0.0085 0.2405
N -2.58713 -1.95288 5.40568 -0.1797 -0.8377 -0.5798
C -2.03410 -2.49757 3.07200 0.0512 -1.1063 0.3851
C -2.47030 -3.81911 3.11489 -0.5199 0.1669 -0.4645
N -2.29211 -4.66865 2.11302 0.8737 0.0142 -0.2353
C -1.53061 -4.24569 1.09647 -1.1069 0.5333 1.0523
C -1.13710 -2.91206 1.03489 0.0759 -1.4941 -1.1649
N -1.40343 -2.07196 1.99062 0.0698 1.5969 0.7123
H -3.14892 -0.76108 6.94253 0.1880 -0.2805 0.1769
H -2.79758 1.31646 5.49854 0.4741 -1.1641 -0.2367
H -3.12454 -4.15782 3.88295 -0.1708 -0.1483 0.7765
H -1.39855 -4.93654 0.30010 0.3726 -0.3620 -0.5902
H -0.68464 -2.53322 0.14251 0.4191 0.3291 -0.2916
N -1.68676 2.67795 2.10975 -0.9780 -0.6621 0.3426
C -2.90765 3.00772 1.35612 -1.0911 1.5547 1.3221
C -4.19307 2.20385 1.70213 0.4855 0.1357 -1.2882
C -4.42135 1.06110 0.69061 -0.0982 -0.2406 1.5085
N -3.48824 -0.04104 0.93181 0.9798 0.6044 0.8969
H -1.81130 2.71886 3.13373 0.2140 0.3176 -0.8018
H -0.94058 3.28435 1.81940 0.3688 0.4343 0.2958
H -2.67409 2.95351 0.32878 0.2681 -0.5440 -1.3541
H -3.11261 4.08220 1.47908 -0.1575 -0.1723 0.2101
H -5.10636 2.82456 1.73057 0.6252 0.0476 -0.1242
H -4.09158 1.76794 2.66943 0.0676 -0.3634 0.9446
H -4.28524 1.45125 -0.30331 -0.3370 -0.0850 -0.4921
H -5.41338 0.65715 0.90575 -0.2355 0.3256 -0.7208
H -3.04234 -0.43920 0.14037 0.1034 -0.2813 -1.1048
H -3.89238 -0.77347 1.48558 -0.1712 -0.1979 0.1397
N -0.53873 0.10463 -0.26954 -0.2797 -0.5537 -1.8534
P 0.41283 0.09537 -1.53089 -0.0651 0.3665 0.6197
N 0.66972 1.69010 -1.92820 0.6955 1.0616 0.0328
C 0.20491 2.84790 -1.12534 -0.5585 -0.5866 -0.8727
C 1.31971 3.69768 -0.59695 0.2425 0.6319 1.1611
C 2.22810 4.27499 -1.66706 -0.7470 -1.2284 -0.4547
C 2.62381 3.16884 -2.64583 0.0879 -0.0177 -1.2550
C 1.47869 2.20322 -3.06088 -0.4097 0.2492 0.8768
N -0.19562 -0.81092 -2.78417 0.3706 0.5650 0.8258
C -1.60708 -1.00239 -2.91006 -1.4260 0.2620 1.2335
C -1.88245 -2.14791 -3.88110 -1.1014 -0.4706 -0.4246
C -0.75471 -3.19248 -3.83346 -0.4241 1.2584 0.7876
C 0.47526 -2.50641 -4.38635 0.1700 -0.2178 -1.4845
C 0.51129 -1.03764 -4.01813 0.9512 1.7185 -0.7093
N 1.88192 -0.59959 -1.32379 1.5050 -0.5286 -0.7193
C 2.95064 0.19075 -0.62354 -1.2677 0.4481 -0.1984
C 4.32744 -0.34914 -0.83226 0.4964 -0.0832 -0.7032
C 4.47279 -1.82311 -0.49584 -0.1885 -0.3878 2.6123
C 3.06565 -2.46369 -0.29231 0.2569 0.9265 -0.5837
C 2.13664 -2.07478 -1.46426 0.6883 -0.5270 0.0819
H -0.38379 2.42245 -0.31890 -0.2618 0.2572 -0.0273
H -0.41644 3.48081 -1.78344 -0.2065 -0.2704 0.1839
H 1.88145 3.05441 0.08654 0.3029 0.1613 0.1004
H 0.93055 4.54788 0.01663 0.0061 -0.6860 -0.3208
H 3.10579 4.67152 -1.19094 0.3517 0.5571 -0.0463
H 1.69300 5.02234 -2.26532 0.1316 0.2072 0.4241
H 3.49303 2.58656 -2.31075 -0.1944 0.2587 -0.0364
H 2.89489 3.69541 -3.58937 0.2496 -0.5900 0.4840
H 1.88067 1.36859 -3.60886 0.1889 -0.1887 -0.3162
H 0.75830 2.73863 -3.68535 0.1862 0.0596 -0.3236
H -2.15280 -0.06394 -3.17973 0.3437 -0.4981 -0.1957
H -1.96556 -1.22723 -1.86652 0.0509 -0.1150 -0.9853
H -2.04535 -1.77712 -4.93155 0.4582 -0.2748 0.8993
H -2.84301 -2.62019 -3.62242 0.2124 0.2020 0.0163
H -1.00005 -4.01845 -4.44166 -0.3503 -1.0641 -0.6242
H -0.61040 -3.57741 -2.79864 -0.0562 0.3807 -0.5266
H 0.48713 -2.62506 -5.51094 0.0704 0.1829 1.1334
H 1.35172 -2.98196 -3.99749 0.6321 -0.3371 0.0171
H 0.10728 -0.33548 -4.80345 0.0617 -0.8645 0.4045
H 1.54188 -0.65800 -3.88282 -0.3195 -0.5577 -0.1093
H 2.67588 0.28067 0.40964 0.0468 -0.2316 0.9009
H 2.90056 1.22150 -0.97814 0.0264 -0.2642 -0.1854
H 5.07351 0.28357 -0.31754 -0.3549 -0.2422 -0.3583
H 4.48063 -0.30993 -1.91331 0.3464 0.5009 -0.0608
H 5.00622 -1.98249 0.50574 -0.5007 0.3317 -1.3540
H 5.08826 -2.29666 -1.25383 -0.1865 -0.4115 -0.0863
H 2.53984 -1.94715 0.52747 0.6534 -0.7274 0.4811
H 3.24008 -3.52784 -0.11376 -0.6709 0.0680 -0.0912
H 1.19812 -2.65890 -1.44182 0.2780 0.5362 0.0708
H 2.66783 -2.39268 -2.39847 -0.5338 0.7845 0.3035
F 3.81062 0.25092 2.69686 -0.1198 0.9862 0.2271
C 3.21506 1.20147 3.49377 0.2280 -1.0774 -2.1909
F 3.89791 1.22838 4.59169 0.1361 0.6300 0.7566
F 3.22357 2.38255 2.85601 0.3639 -0.4156 0.3622
S 1.48463 0.60938 3.70110 -0.2922 -0.3962 0.4242
O 1.28230 -0.46177 2.68238 -0.3158 0.9799 0.4693
O 1.53963 0.13281 5.06144 -0.8617 0.5796 -0.7663
O 0.61271 1.77127 3.32593 0.6495 -1.3230 0.6223
```
Positions in Å, forces in eV/Å.